[1]
54
Properties=species:S:1:pos:R:3:forces:R:3:nbo_charge:R:1 method="wB97M-V/def2-TZVPD" spin_multiplicity=1 total_energy_ha=-1732.87484 e_above_lowest_ev=0.094 lumo_energy_ev=0.49 e_homo_ev=-8.7
O -0.472259 -5.066944 0.530538 -0.143 -0.132 0.028 -0.587
C 0.183426 -4.118976 0.166218 -0.284 0.013 -0.236 0.694
N 1.300627 -3.726429 0.854983 0.326 -0.237 0.479 -0.612
C 2.068385 -2.617098 0.544646 0.278 0.503 -0.177 0.171
C 2.888228 -2.026376 1.502425 -0.075 0.003 -0.116 -0.238
C 3.590451 -0.876030 1.190184 0.107 -0.068 0.025 -0.187
C 3.490281 -0.343181 -0.080120 0.419 0.657 -0.126 -0.363
C 2.739732 -0.966130 -1.061332 0.007 -0.220 0.056 -0.199
C 2.015433 -2.103584 -0.758774 0.111 0.080 0.015 0.038
C 1.134556 -2.813344 -1.742016 -0.051 0.014 0.067 -0.431
C -0.140115 -3.243852 -1.020654 -0.076 -0.065 -0.162 -0.515
H -0.823890 -3.776298 -1.680631 0.019 -0.053 0.127 0.237
H -0.644042 -2.355770 -0.626008 -0.023 -0.025 -0.023 0.265
H 0.898011 -2.162618 -2.584065 0.032 -0.024 -0.009 0.223
H 1.655941 -3.694064 -2.131643 -0.018 0.013 -0.058 0.220
H 2.736430 -0.549774 -2.057160 -0.101 0.003 -0.166 0.238
S 4.199296 1.265890 -0.418239 -0.049 0.215 0.053 2.338
O 4.532756 1.349288 -1.809730 -0.314 -0.183 -0.064 -0.942
O 5.208753 1.529801 0.564326 -0.212 -0.183 0.225 -0.941
N 2.983802 2.374076 -0.155339 0.886 -0.493 -0.231 -0.678
C 2.519931 2.558215 1.194863 -0.096 -0.171 0.641 -0.231
C 1.303278 1.687924 1.520638 0.006 0.217 -0.077 -0.408
H 0.940004 1.932071 2.520964 0.015 -0.037 0.048 0.215
H 1.585209 0.634335 1.507169 -0.066 0.033 0.042 0.227
C 0.183782 1.901774 0.491439 0.097 -0.468 -0.094 -0.310
C -0.889717 0.848366 0.747710 0.167 0.695 0.047 0.706
O -0.712949 -0.328228 0.489299 0.084 -0.407 -0.136 -0.671
N -2.018730 1.306070 1.319893 -0.374 0.179 0.248 -0.597
H -2.160835 2.296430 1.437608 0.168 -0.048 -0.066 0.401
C -3.150377 0.444684 1.610155 0.032 -0.187 -0.044 -0.264
C -4.192291 0.536664 0.523032 0.138 -0.149 -0.017 0.194
N -5.286288 1.228299 0.807754 0.109 0.102 0.483 -0.432
C -6.216590 1.349100 -0.123482 -0.250 0.020 -0.343 0.041
C -6.103189 0.796214 -1.389417 0.043 0.002 0.045 -0.260
C -4.953144 0.082404 -1.691487 0.022 0.039 0.095 -0.163
C -3.977003 -0.051912 -0.719301 -0.137 0.030 -0.033 -0.249
H -3.066463 -0.599864 -0.905037 0.121 -0.074 -0.004 0.231
H -4.822438 -0.364638 -2.666276 0.007 -0.036 -0.064 0.218
H -6.890319 0.920320 -2.116427 -0.081 0.024 -0.043 0.221
H -7.090674 1.918202 0.164954 -0.109 0.028 -0.076 0.194
H -3.594048 0.742438 2.561782 0.010 -0.083 -0.108 0.223
H -2.762826 -0.575056 1.674611 -0.058 0.130 0.088 0.240
C 0.728845 1.709684 -0.927698 0.029 0.210 0.087 -0.412
C 1.976492 2.561270 -1.167499 -0.353 -0.150 -0.548 -0.231
H 1.703008 3.623670 -1.177520 0.085 -0.040 -0.029 0.194
H 2.443191 2.313692 -2.121035 -0.193 0.173 -0.065 0.242
H 0.964129 0.652606 -1.052347 -0.105 0.092 -0.025 0.228
H -0.037475 1.978774 -1.657856 -0.007 -0.042 -0.056 0.214
H -0.228348 2.910168 0.600845 -0.037 0.004 0.014 0.198
H 2.262165 3.616532 1.324171 0.093 -0.039 0.004 0.196
H 3.358453 2.322318 1.850313 -0.129 0.166 0.159 0.239
H 4.211670 -0.377535 1.916878 0.058 0.007 0.154 0.245
H 2.948399 -2.452056 2.493064 0.000 -0.028 0.121 0.217
H 1.479354 -4.201534 1.730642 -0.129 -0.009 -0.154 0.412

[2]
17
Properties=species:S:1:pos:R:3:forces:R:3:nbo_charge:R:1 method="wB97M-V/def2-TZVPD" total_charge=+1 spin_multiplicity=3 total_energy_ha=-434.37592 e_above_lowest_ev=1.915 lumo_energy_ev="-4.84 / -8.57" e_homo_ev="-12.2 / -15.3"
C -0.177580 -0.666413 -0.821426 0.711 2.723 -2.017 0.188
C 2.398959 1.488314 -0.834647 0.258 2.400 -0.295 0.865
C -0.995897 -0.979552 1.488469 0.963 0.239 -0.122 -0.678
C -1.408097 1.223822 0.107983 -1.078 -1.081 -0.464 -0.666
C -0.879358 -0.169619 0.254742 -1.829 1.749 3.538 0.103
N 0.746267 -2.846878 -1.110878 0.824 -2.699 -0.531 0.261
N 0.387923 -1.799675 -0.901029 0.269 0.293 -0.169 -0.094
N 2.401922 0.308438 -0.925587 0.620 -4.267 0.735 -0.829
O 2.313649 2.621456 -0.893443 -0.271 1.989 0.168 -0.432
H -0.716233 -0.419397 2.444251 -0.030 -0.879 -1.349 0.278
H -0.429368 -1.890165 1.229368 0.025 0.183 1.308 0.215
H -1.999117 -1.321331 1.631830 -1.002 -0.171 0.177 0.275
H -2.462973 0.982433 -0.365370 1.733 1.117 0.207 0.282
H -0.689356 1.813557 -0.539338 -1.403 -0.214 0.618 0.244
H -1.676243 1.698989 1.076396 0.566 -0.226 -0.674 0.270
H 0.105568 0.149615 -1.500807 0.007 -1.178 -0.661 0.283
H 3.079926 -0.193598 -0.340513 -0.364 0.023 -0.471 0.437

[3]
10
Properties=species:S:1:pos:R:3:forces:R:3:nbo_charge:R:1 method="wB97M-V/def2-TZVPD" spin_multiplicity=1 total_energy_ha=-911.79267 e_above_lowest_ev=0.459 lumo_energy_ev=-0.91 e_homo_ev=-9.5
C -0.338336 0.350370 -1.512963 0.361 -0.459 1.325 -1.352
C 0.376538 -0.463811 1.304666 -0.072 0.028 -0.635 -1.016
O 0.849163 -2.098787 -0.927791 0.240 -0.553 0.055 -0.985
O -0.970659 2.200795 0.330449 0.073 0.123 1.100 -1.041
P -1.002354 1.971826 -1.119101 0.192 -0.690 -1.075 1.331
P 0.320501 -0.818636 -0.478156 -0.722 1.643 -0.364 1.954
H -0.336638 0.051082 -2.549780 0.001 -0.045 -0.242 0.276
H 1.213591 -0.992556 1.752967 0.021 -0.085 -0.099 0.266
H 0.446029 0.611063 1.454989 -0.065 0.065 -0.069 0.294
H -0.557834 -0.811345 1.744720 -0.030 -0.028 0.004 0.273

[4]
78
Properties=species:S:1:pos:R:3:forces:R:3:mulliken_spin:R:1 method="wB97M-V/def2-TZVPD" spin_multiplicity=5 total_energy_ha=-3681.64443 lumo_energy_ev="-0.05 / -0.05" e_homo_ev="-4.1 / -5.6"
O 0.392983 0.593439 -2.127746 1.428 -0.375 -0.362 0.118
C 0.776329 1.302789 -3.126487 -1.810 1.192 -0.872 0.480
C 0.065059 1.205309 -4.394494 0.235 0.327 0.410 -0.094
C -0.920736 0.216760 -4.604323 -0.228 -0.177 -0.015 0.228
H -1.131779 -0.515037 -3.817227 0.109 0.386 -0.325 0.007
C -1.640610 0.188571 -5.795724 0.288 0.186 -0.027 -0.094
H -2.428827 -0.554882 -5.922312 0.207 0.156 -0.019 -0.004
C -1.354784 1.095390 -6.826271 0.055 -0.190 -0.003 0.167
H -1.887548 1.029459 -7.775751 0.095 0.081 0.254 0.016
C -0.343191 2.049078 -6.643975 0.002 -0.114 0.204 -0.077
H -0.082722 2.737121 -7.448432 -0.129 -0.108 0.172 -0.004
C 0.336651 2.117741 -5.435135 -0.104 0.037 -0.165 0.091
H 1.101630 2.872432 -5.258221 -0.263 -0.114 -0.205 0.006
H 1.352089 2.208816 -2.908970 -0.307 0.016 -0.237 0.032
C 2.869453 -0.065294 -4.590522 -0.236 0.035 0.043 0.048
C 3.159075 1.135111 -3.715585 2.190 -1.472 1.176 -0.095
H 3.779678 -0.656070 -4.769668 -0.054 0.233 0.082 -0.008
H 2.470915 0.251315 -5.560590 -0.006 -0.118 0.281 -0.001
H 2.132838 -0.713701 -4.104697 0.104 0.056 -0.092 -0.011
C 3.627182 1.045730 -2.437720 -0.383 0.380 -1.197 0.189
C 3.549353 -0.189445 -1.612745 -0.095 -0.447 0.552 -0.027
H 4.031913 1.932269 -1.953279 -0.109 -0.025 -0.234 0.004
H 4.202324 -0.995099 -1.981606 -0.120 0.139 -0.025 0.008
H 2.523789 -0.587436 -1.548614 0.228 0.130 -0.114 0.020
H 3.876190 0.041779 -0.586920 -0.105 -0.153 -0.242 0.003
Mn -0.703068 0.034530 -0.735654 -0.636 0.294 0.505 3.000
Cl -1.307187 -1.825346 -1.735988 -0.356 -1.319 -0.502 0.000
Cl 3.579453 2.570656 -4.597640 -0.045 0.544 -0.119 -0.001
C 0.853489 -2.089656 0.834905 -0.921 1.948 0.035 -0.012
O 0.326429 -0.940752 0.863232 1.051 -2.134 0.282 -0.027
N 1.514070 -2.557474 1.892009 0.069 -0.232 0.343 0.005
C 1.537266 -1.773190 3.121568 0.028 -0.083 0.048 0.005
C 1.955327 -3.947012 1.951846 -0.188 -0.030 -0.127 -0.001
H 0.803107 -2.749788 -0.045894 -0.074 0.274 0.121 -0.007
H 1.744584 -0.718874 2.897898 -0.110 -0.353 0.030 -0.001
H 2.327120 -2.188356 3.756943 -0.164 0.209 -0.065 0.000
H 0.573881 -1.845080 3.654435 0.323 0.099 -0.193 -0.001
H 2.257344 -4.267371 0.948335 0.001 0.007 0.275 0.000
H 1.147048 -4.610832 2.301896 0.279 0.214 -0.048 0.000
H 2.802665 -4.019744 2.642553 -0.126 -0.043 -0.282 0.000
H 1.613928 3.212384 2.694589 -0.032 -0.116 -0.170 0.000
H 0.957088 5.470646 1.462295 -0.010 -0.067 -0.102 0.000
C 1.939282 2.891390 1.695355 0.065 0.173 -0.007 0.005
C 1.234616 4.968115 0.529057 0.077 -0.156 -0.074 -0.001
N 1.116479 3.523236 0.668505 0.046 0.394 0.211 0.005
H 1.891004 1.803780 1.621128 -0.124 0.216 -0.117 -0.001
C 0.169293 2.859652 0.018017 -0.650 -2.516 0.453 0.023
O -0.086983 1.646907 0.278838 0.702 2.932 -0.093 0.001
H 0.568598 5.295837 -0.271302 0.150 0.068 0.099 0.001
H -0.398070 3.434373 -0.735493 0.246 -0.234 0.151 -0.007
H 2.971264 3.232315 1.562217 -0.111 -0.121 -0.020 0.000
H 2.266064 5.238337 0.285476 -0.134 -0.010 -0.043 0.001
C -2.938076 -0.949435 4.985420 -0.173 0.249 0.393 0.000
N -2.579772 -0.190374 3.799639 -0.046 -0.338 1.465 0.005
N -2.676705 -0.687269 2.544494 -0.278 -0.493 -0.849 0.007
C -2.470834 0.337976 1.642553 -0.119 -0.156 -1.502 -0.010
O -2.441797 0.139488 0.389606 -0.338 0.411 1.722 0.013
C -2.332850 1.514674 2.430463 -0.034 0.161 0.005 -0.007
C -2.407560 1.144191 3.747162 0.128 -0.082 -0.614 0.001
C -2.306797 1.960497 4.977568 0.032 0.492 0.345 0.000
C -2.619305 -2.077668 2.236295 0.364 -0.062 -0.254 0.003
C -3.176062 -2.511096 1.030325 -0.071 0.207 0.163 -0.003
C -2.890035 -3.789187 0.565296 0.143 -0.102 0.279 0.000
C -2.103435 -4.651073 1.335274 -0.095 -0.091 -0.016 0.002
C -1.654777 -4.253400 2.598937 -0.119 0.107 -0.066 0.000
C -1.883022 -2.949709 3.039851 0.073 -0.232 -0.066 0.000
H -2.038190 -1.214156 5.557290 -0.244 -0.064 -0.105 0.000
H -3.490830 -1.856353 4.727288 0.152 0.288 -0.044 0.000
H -3.574639 -0.327052 5.626775 0.112 -0.169 -0.172 0.000
H -2.202291 2.506438 2.034857 0.077 -0.048 0.040 0.000
H -3.264520 2.028300 5.514281 0.228 -0.065 -0.141 0.000
H -1.551223 1.570141 5.674096 -0.213 0.039 -0.196 0.000
H -2.011583 2.978616 4.696385 -0.097 -0.257 0.119 0.000
H -3.778906 -1.817482 0.447635 0.297 -0.252 0.059 0.003
H -3.267656 -4.093860 -0.410609 0.175 0.082 0.296 -0.003
H -1.840955 -5.639885 0.946229 -0.192 0.330 0.215 0.000
H -1.127358 -4.952648 3.254283 -0.085 0.236 -0.317 0.000
H -1.482162 -2.614504 3.996495 -0.029 -0.208 -0.383 0.000